Computed, not measured: a molecular structure, C22H24FN3O3, with the ωB97M-V functional and the def2-TZVPD basis.

Positions of all 53 atoms, in Å:
O -4.70970 0.38877 -1.00091
C -3.79804 1.15977 -1.25998
C -3.94292 2.63617 -1.36339
C -5.10537 3.28332 -1.36252
C -5.24992 4.77298 -1.49479
C -6.43438 4.93793 -2.46187
C -7.28210 3.64646 -2.30238
C -6.49998 2.72946 -1.33647
N -2.52966 0.71325 -1.48743
C -2.19315 -0.69019 -1.44620
C -0.81424 -0.86690 -0.90065
C -0.13946 -2.23754 -0.67661
C 0.84856 -1.34632 0.10866
N 1.77806 -1.92517 1.03128
C 2.76045 -1.16173 1.60484
O 2.57473 -0.02027 1.98793
C 4.05566 -1.83191 1.84964
C 4.58746 -3.00274 1.38808
C 5.89346 -3.09675 1.95779
C 6.93317 -4.02439 1.88501
F 6.75802 -5.12595 1.13120
C 8.10591 -3.83250 2.55838
C 8.27133 -2.67359 3.34175
C 7.28525 -1.72236 3.45239
C 6.09646 -1.94921 2.75068
N 4.95818 -1.19731 2.66432
C 1.38803 -0.47189 -1.02792
O 0.15653 -0.16769 -1.71105
C -0.38045 -0.49826 0.53183
H -3.02674 3.21356 -1.44720
H -5.51761 5.17201 -0.51031
H -4.33949 5.27699 -1.81672
H -7.00387 5.84395 -2.25927
H -6.06255 5.01627 -3.48403
H -8.28596 3.85277 -1.93342
H -7.39590 3.15361 -3.26777
H -6.55421 1.67309 -1.57439
H -6.87891 2.84793 -0.31551
H -1.80456 1.35836 -1.75212
H -2.91155 -1.19635 -0.80258
H -2.25882 -1.14712 -2.44022
H -0.71268 -2.90473 -0.03575
H 0.23477 -2.74669 -1.56612
H 1.99121 -2.90053 0.89834
H 4.13117 -3.70297 0.70888
H 8.89072 -4.57185 2.48120
H 9.20503 -2.53364 3.86986
H 7.42466 -0.83653 4.05691
H 4.76652 -0.30733 3.09242
H 1.85852 0.44433 -0.66938
H 2.06287 -1.00942 -1.69819
H -0.21051 0.55520 0.74575
H -0.97402 -0.97632 1.30798

Calculated values
ΔE to the lowest compared entry with this formula, charge and spin (eV): 2.226
Frontier orbital gap (Ha): 0.3232
E_LUMO (eV): 0.3
DFT total energy (eV): -36533.9030

Computed, not measured: 12 unconnected molecules or ions with the total composition C49H77BN8O11 in a non-equilibrium geometry, with the ωB97M-V functional and the def2-TZVPD basis.

Positions of all 146 atoms, in Å:
C -0.88141 -1.06395 -2.92774
C -1.44482 -2.12801 -1.98045
C -1.09487 -1.97469 -0.49409
C 0.32942 -1.55461 -0.23807
N 0.70489 -1.30159 1.18486
C 2.12419 -0.82584 1.31114
C 2.94785 -2.08707 1.13626
C 2.11086 -3.18185 1.81600
C 0.69721 -2.61294 1.92910
C -0.26803 -0.43335 1.92351
C -0.46080 0.92822 1.30722
C -1.44826 1.73319 2.15112
H -1.41582 -0.10754 -2.96173
H -1.13941 -1.45793 -3.91782
H 0.18259 -0.88848 -2.83544
H -0.91477 -3.02171 -2.34426
H -2.47431 -2.44187 -2.14176
H -1.42399 -2.88563 0.01357
H -1.74785 -1.16458 -0.15092
H 0.52670 -0.61526 -0.74573
H 1.01235 -2.33281 -0.57861
H 2.16789 -0.49826 2.35237
H 2.35538 0.00272 0.64834
H 3.86927 -1.92229 1.68989
H 3.06581 -2.30798 0.08137
H 2.44998 -3.54077 2.78686
H 2.21223 -4.06513 1.18800
H 0.46657 -2.46671 2.98035
H -0.09579 -3.19593 1.47604
H 0.05315 -0.37848 2.96124
H -1.23215 -0.93686 1.86113
H -0.90928 0.89127 0.30969
H 0.48965 1.45315 1.18524
H -1.55600 2.76372 1.84984
H -1.09880 1.72058 3.19744
H -2.42668 1.26571 2.29069
O 2.45646 -0.97968 -2.18609
C 3.11602 -0.13082 -2.72187
O 4.03274 -0.23260 -3.61740
B 4.58969 1.07478 -3.98310
O 3.74470 2.03790 -3.20025
C 2.90112 1.38446 -2.43216
O 2.23553 1.84719 -1.56435
O 4.65082 1.27894 -5.42883
C 5.84445 1.82714 -5.75455
O 6.12659 2.20973 -6.84519
C 6.68028 1.84417 -4.45214
O 5.98046 1.20699 -3.53216
O 7.75821 2.33478 -4.34357
N -1.82820 -3.14388 4.33016
C -2.57016 -3.06537 3.19006
C -2.51005 -4.27162 2.53448
C -1.59633 -5.06728 3.27735
C -1.26980 -4.39498 4.42516
H -1.80275 -2.41075 5.01848
H -2.99187 -2.11098 2.91643
H -3.03857 -4.58433 1.65097
H -1.22033 -6.06435 3.10160
H -0.61016 -4.65019 5.23585
N 3.11263 -4.90506 -1.71521
C 4.05592 -5.06350 -0.73172
C 3.52946 -5.94338 0.18143
C 2.33049 -6.47446 -0.35025
C 2.10582 -5.81068 -1.53376
H 3.14323 -4.30558 -2.52154
H 5.01540 -4.57892 -0.75397
H 4.11364 -6.21077 1.04917
H 1.75666 -7.31337 0.00440
H 1.29787 -5.87904 -2.24363
N -5.73314 -0.33716 1.29912
C -4.56728 -0.78908 0.70522
C -4.14529 0.20820 -0.12469
C -5.03871 1.30930 -0.03911
C -6.01392 0.92618 0.84341
H -6.14754 -0.83763 2.06180
H -4.21109 -1.79142 0.87255
H -3.25662 0.16779 -0.73776
H -4.93032 2.24367 -0.56032
H -6.90903 1.38082 1.23662
N 1.74719 2.58842 6.32795
C 1.22733 2.51003 5.05137
C 1.06883 3.77556 4.56170
C 1.34558 4.67220 5.63870
C 1.85489 3.91817 6.65806
H 2.15887 1.86216 6.87883
H 1.11503 1.53761 4.59777
H 0.67836 4.05521 3.59795
H 1.35220 5.74376 5.52580
H 2.20830 4.29357 7.60431
N 1.48099 -0.98260 -8.17905
C 2.06374 -0.29260 -7.13848
C 1.80799 -1.03189 -6.02671
C 0.92361 -2.08924 -6.34669
C 0.85420 -2.10994 -7.71811
H 1.53269 -0.69334 -9.13613
H 2.51856 0.66316 -7.32499
H 2.06733 -0.85247 -4.99654
H 0.44404 -2.73841 -5.63364
H 0.34454 -2.74469 -8.42384
N -3.03766 -4.60800 -4.70928
C -1.85201 -4.90605 -5.32531
C -1.00660 -5.36902 -4.35758
C -1.73006 -5.49454 -3.14407
C -3.00090 -5.01004 -3.40088
H -3.87988 -4.29350 -5.15315
H -1.75613 -4.71684 -6.37996
H 0.01223 -5.67525 -4.53969
H -1.41428 -5.71860 -2.13831
H -3.88978 -4.99891 -2.79370
N -3.18736 3.90867 -4.81041
C -2.07111 4.69250 -4.91334
C -1.15944 4.22450 -4.00557
C -1.77213 3.17287 -3.26021
C -3.06920 3.09597 -3.71302
H -4.03848 4.04505 -5.32112
H -1.91628 5.42891 -5.68272
H -0.21353 4.68557 -3.77320
H -1.37091 2.64528 -2.41216
H -3.89364 2.43298 -3.50026
C -0.49377 7.48004 4.14855
C -1.25766 6.18151 4.02451
O -1.71010 5.99923 2.67089
H -1.11474 8.32614 3.85608
H 0.38876 7.53476 3.50509
H -0.08430 7.57364 5.16063
H -2.12880 6.16636 4.67637
H -0.64075 5.29715 4.22240
H -0.91633 6.04411 2.10544
C 0.54827 4.66836 -0.84252
C 1.22722 5.19184 0.42361
O 0.53809 6.27057 1.02444
H 1.21687 3.92507 -1.27679
H 0.34004 5.54957 -1.44612
H -0.34756 4.08659 -0.62489
H 2.28196 5.40892 0.22745
H 1.27601 4.36491 1.13475
H 0.66724 7.10272 0.56240
C -0.87744 0.91097 7.51162
C -0.93648 -0.30545 6.62523
O -2.28519 -0.57909 6.21026
H 0.15729 1.03933 7.85089
H -1.35278 0.78309 8.48728
H -1.18750 1.79266 6.95656
H -0.55011 -1.20987 7.11516
H -0.34537 -0.21105 5.71137
H -2.88002 -0.31996 6.91970

Calculated values
ΔE to the lowest compared entry with this formula, charge and spin (eV): 0.000
Frontier orbital gap (Ha): 0.2784
E_LUMO (eV): -0.2
DFT total energy (eV): -87183.6041

Q: Which value of DFT total energy does entry 1 give?
A: -36533.9030 eV

Q: E_LUMO of number 1 (C22H24FN3O3)?
A: 0.3 eV

What did the first record say?
Computed, not measured: a molecular structure, C22H24FN3O3, with the ωB97M-V functional and the def2-TZVPD basis.

Positions of all 53 atoms, in Å:
O -4.70970 0.38877 -1.00091
C -3.79804 1.15977 -1.25998
C -3.94292 2.63617 -1.36339
C -5.10537 3.28332 -1.36252
C -5.24992 4.77298 -1.49479
C -6.43438 4.93793 -2.46187
C -7.28210 3.64646 -2.30238
C -6.49998 2.72946 -1.33647
N -2.52966 0.71325 -1.48743
C -2.19315 -0.69019 -1.44620
C -0.81424 -0.86690 -0.90065
C -0.13946 -2.23754 -0.67661
C 0.84856 -1.34632 0.10866
N 1.77806 -1.92517 1.03128
C 2.76045 -1.16173 1.60484
O 2.57473 -0.02027 1.98793
C 4.05566 -1.83191 1.84964
C 4.58746 -3.00274 1.38808
C 5.89346 -3.09675 1.95779
C 6.93317 -4.02439 1.88501
F 6.75802 -5.12595 1.13120
C 8.10591 -3.83250 2.55838
C 8.27133 -2.67359 3.34175
C 7.28525 -1.72236 3.45239
C 6.09646 -1.94921 2.75068
N 4.95818 -1.19731 2.66432
C 1.38803 -0.47189 -1.02792
O 0.15653 -0.16769 -1.71105
C -0.38045 -0.49826 0.53183
H -3.02674 3.21356 -1.44720
H -5.51761 5.17201 -0.51031
H -4.33949 5.27699 -1.81672
H -7.00387 5.84395 -2.25927
H -6.06255 5.01627 -3.48403
H -8.28596 3.85277 -1.93342
H -7.39590 3.15361 -3.26777
H -6.55421 1.67309 -1.57439
H -6.87891 2.84793 -0.31551
H -1.80456 1.35836 -1.75212
H -2.91155 -1.19635 -0.80258
H -2.25882 -1.14712 -2.44022
H -0.71268 -2.90473 -0.03575
H 0.23477 -2.74669 -1.56612
H 1.99121 -2.90053 0.89834
H 4.13117 -3.70297 0.70888
H 8.89072 -4.57185 2.48120
H 9.20503 -2.53364 3.86986
H 7.42466 -0.83653 4.05691
H 4.76652 -0.30733 3.09242
H 1.85852 0.44433 -0.66938
H 2.06287 -1.00942 -1.69819
H -0.21051 0.55520 0.74575
H -0.97402 -0.97632 1.30798

Calculated values
ΔE to the lowest compared entry with this formula, charge and spin (eV): 2.226
Frontier orbital gap (Ha): 0.3232
E_LUMO (eV): 0.3
DFT total energy (eV): -36533.9030

Q: Among the records above, which one has the highest ΔE to the lowest compared entry with this formula, charge and spin?
A: C22H24FN3O3